# 1
The following is a DFT calculation (ωB97M-V/def2-TZVPD) of 4 unconnected molecules or ions with the total composition C8H8F4NO2.

Calculated values
**ΔE to the lowest compared entry with this formula, charge and spin**: 0.000 eV
**Multiplicity**: 1
**Net charge**: +1
**Frontier orbital gap (spin up / spin down)**: 7.58 / 6.21 eV
**LUMO energy (spin up / spin down)**: -6.67 / -6.86 eV

XYZ file:
```
23
Properties=species:S:1:pos:R:3:nbo_charge:R:1
C -1.102 -1.805 0.977 -0.208
C 0.040 -2.430 0.595 -0.167
C -0.685 0.117 -0.564 -0.042
C 0.566 -0.423 -0.883 -0.220
C -1.554 -0.534 0.373 0.261
C 1.027 -1.762 -0.333 0.506
C 1.428 0.169 -1.767 -0.041
C 3.953 1.691 0.958 1.148
N -2.691 -0.016 0.638 -0.561
O 2.098 -2.229 -0.610 -0.437
O 3.124 0.913 0.626 -0.583
F 4.729 1.558 2.052 -0.300
F 4.229 2.785 0.403 -0.259
F -3.490 1.633 -1.493 -0.568
F -2.230 1.584 1.959 -0.246
H -1.924 -2.050 1.630 0.234
H 0.379 -3.426 0.976 0.271
H -0.947 1.064 -1.055 0.247
H 1.287 1.134 -2.230 0.220
H 2.337 -0.421 -1.960 0.249
H -3.485 -0.646 1.078 0.441
H -3.190 0.637 0.019 0.467
H -3.899 2.458 -1.393 0.589
```

# 2
The following is a DFT calculation (ωB97M-V/def2-TZVPD) of a gas-phase ion, C8H8IN2 (charge +1).

Calculated values
**ΔE to the lowest compared entry with this formula, charge and spin**: 0.833 eV
**Multiplicity**: 1
**Net charge**: +1
**Frontier orbital gap**: 7.38 eV
**SMILES**: [H]/N=C/[NH+]=C1/C=CC=C/C1=C/I
**LUMO energy**: -5.61 eV

XYZ file:
```
19
Properties=species:S:1:pos:R:3:nbo_charge:R:1
C 0.190 2.548 -0.275 -0.230
C 0.691 1.974 -1.450 -0.087
C -0.422 1.765 0.667 -0.087
C 0.636 0.608 -1.647 -0.251
C -0.590 0.372 0.440 -0.271
C 0.047 -0.215 -0.691 0.262
C 0.621 -2.324 0.345 0.305
C -1.431 -0.322 1.309 -0.019
N 0.265 -2.050 1.524 -0.659
N 0.251 -1.585 -0.745 -0.573
I -2.787 -1.777 0.768 0.395
H 0.270 3.613 -0.116 0.247
H 1.169 2.596 -2.191 0.243
H -0.844 2.203 1.558 0.235
H 1.091 0.169 -2.521 0.236
H 1.232 -3.188 0.074 0.201
H -1.635 0.106 2.284 0.226
H 0.649 -2.569 2.303 0.404
H 0.596 -1.926 -1.635 0.423
```

# 3
The following is a DFT calculation (ωB97M-V/def2-TZVPD) of 2 unconnected molecules or ions with the total composition C8H8INS.

Calculated values
**ΔE to the lowest compared entry with this formula, charge and spin**: 2.881 eV
**Multiplicity**: 1
**Frontier orbital gap (spin up / spin down)**: 7.81 / 5.65 eV
**LUMO energy (spin up / spin down)**: -0.75 / -1.83 eV

XYZ file:
```
19
Properties=species:S:1:pos:R:3:nbo_charge:R:1
C 1.342 1.380 1.143 -0.169
C 0.504 2.267 0.506 -0.216
C 1.434 0.052 0.780 -0.203
C -0.236 1.760 -0.547 -0.180
C 0.735 -0.420 -0.283 -0.037
C -0.140 0.454 -0.899 -0.202
C -3.143 -0.870 -0.009 0.181
C 0.988 -1.773 -0.753 -0.657
N -2.454 -1.437 0.771 -0.662
S -1.153 -0.145 -2.245 0.047
I -4.924 0.208 0.238 0.118
H 1.832 1.673 1.992 0.201
H 0.586 3.240 0.773 0.211
H 2.128 -0.596 1.297 0.207
H -0.997 2.435 -0.912 0.228
H 1.178 -2.512 -0.008 0.216
H 0.025 -2.054 -1.370 0.247
H 1.960 -1.887 -1.422 0.230
H -1.912 -2.088 1.224 0.441
```

Q: Which value of multiplicity does entry 1 give?
A: 1